178
Properties=species:S:1:pos:R:3:forces:R:3 method="wB97M-V/def2-TZVPD" smiles=COC[C@H](C)N.COC[C@H](C)N.COC[C@H](C)N.COC[C@H](C)N.COC[C@H](C)N.COC[C@H](C)N.COC[C@H](C)N.COC[C@H](C)N.COCCNCCOC.CCO.CCO e_lumo_ev=0.43 homo_ev=-8.25 gap_ev=8.677 energy_ev=-83388.0077
C 0.978 6.370 6.283 -0.18 -0.80 1.49
O 0.814 4.962 6.537 0.51 -0.91 -2.80
C 1.301 4.221 5.328 -0.04 -0.36 1.09
C 1.279 2.669 5.455 -0.65 0.74 1.23
C -0.147 2.170 5.241 0.22 -0.33 -2.02
N 1.592 2.183 6.765 0.44 -0.22 1.16
H 0.735 6.783 7.262 0.29 0.44 -0.05
H 0.275 6.823 5.584 0.04 -0.40 -0.44
H 2.020 6.557 6.023 -0.06 0.31 -0.15
H 0.698 4.423 4.442 -0.10 0.65 0.04
H 2.343 4.485 5.147 0.04 0.50 0.02
H 2.066 2.308 4.793 -0.56 -0.21 -0.54
H -0.293 2.123 4.162 -0.39 0.22 -0.31
H -0.895 2.862 5.630 0.09 -0.15 0.33
H -0.295 1.135 5.551 0.06 0.26 0.47
H 1.042 2.744 7.399 0.16 -0.09 0.55
H 2.563 2.221 7.041 0.09 0.34 -0.08
C -4.737 -1.280 -4.828 0.35 0.50 1.30
O -3.465 -1.725 -4.330 -0.86 -0.53 -0.15
C -3.406 -1.570 -2.896 0.78 -0.51 -1.01
C -2.201 -2.430 -2.376 -0.26 -0.84 -0.24
C -2.256 -3.946 -2.621 -1.14 0.80 -1.83
N -1.916 -2.234 -0.990 -0.18 1.24 1.43
H -5.577 -1.846 -4.425 0.05 -0.85 -0.32
H -4.777 -1.183 -5.913 0.33 -0.25 0.21
H -4.949 -0.322 -4.352 0.15 0.73 -0.39
H -3.275 -0.494 -2.778 0.38 0.11 0.77
H -4.370 -1.828 -2.458 -0.04 -0.41 0.27
H -1.340 -2.111 -2.962 0.08 0.37 -0.18
H -2.473 -4.003 -3.688 0.38 -0.63 -0.31
H -3.101 -4.466 -2.169 0.18 0.11 0.58
H -1.287 -4.391 -2.395 -0.19 -0.10 0.05
H -1.308 -2.944 -0.608 0.31 -0.13 -0.32
H -2.745 -2.345 -0.423 -0.45 0.24 0.12
C -6.400 0.203 -0.789 -1.43 -1.16 0.30
O -6.535 1.387 -0.034 1.28 1.26 -1.50
C -6.731 2.593 -0.810 -2.67 0.01 1.02
C -5.938 2.860 -2.032 0.11 -0.92 -0.47
C -4.503 2.961 -1.731 1.62 -0.93 0.69
N -6.294 4.052 -2.743 -0.50 1.16 -0.11
H -6.207 -0.605 -0.084 0.77 0.21 -0.02
H -5.745 0.174 -1.660 0.40 0.39 0.37
H -7.385 -0.120 -1.127 -0.41 0.31 -0.56
H -7.757 2.514 -1.170 -0.52 0.01 -0.11
H -6.792 3.429 -0.115 0.62 -0.04 0.23
H -6.181 1.986 -2.637 0.49 -0.34 -0.48
H -4.319 3.598 -0.866 -0.06 0.52 -0.24
H -3.893 3.253 -2.586 -0.05 0.10 0.05
H -4.149 1.993 -1.376 0.25 -0.29 -0.18
H -7.274 4.249 -2.887 -0.19 -0.35 0.14
H -5.856 4.012 -3.652 0.03 0.20 -0.06
C 1.643 -3.273 2.665 -1.16 0.40 0.82
O 0.277 -3.694 3.013 1.12 0.99 0.48
C 0.063 -5.031 3.374 -0.66 -1.48 -0.99
C -1.430 -5.454 3.794 1.40 -0.27 -0.80
C -1.626 -5.217 5.289 -1.02 -0.11 -0.13
N -1.668 -6.899 3.472 -0.17 1.25 1.33
H 1.687 -2.213 2.917 -0.36 0.17 -0.34
H 1.879 -3.388 1.608 -0.21 -0.32 -0.05
H 2.459 -3.646 3.284 -0.29 -0.90 0.11
H 0.365 -5.627 2.512 -0.36 -0.38 -0.46
H 0.708 -5.465 4.137 0.33 0.65 0.68
H -2.207 -4.903 3.263 0.38 0.37 -0.23
H -1.135 -5.955 5.923 0.35 0.02 -0.12
H -2.691 -5.312 5.499 -0.11 -0.11 0.11
H -1.369 -4.208 5.612 0.34 -0.05 -0.22
H -1.251 -7.433 4.222 0.12 -0.48 -0.39
H -1.428 -7.236 2.550 0.30 0.30 0.14
C 4.479 2.113 2.796 -0.92 0.86 0.56
O 3.283 2.995 2.594 1.32 -2.77 -0.91
C 3.638 4.306 2.363 -0.05 3.01 1.62
C 2.506 5.283 1.909 1.22 -0.96 -2.58
C 2.299 5.049 0.330 0.14 -0.39 1.30
N 2.859 6.707 2.153 -0.89 -0.92 0.60
H 5.114 2.510 3.588 -0.01 0.49 0.04
H 5.121 1.948 1.931 -0.41 0.41 -0.44
H 4.200 1.131 3.180 -0.74 0.15 -0.28
H 3.828 4.717 3.354 0.70 0.32 0.41
H 4.533 4.531 1.782 0.16 -0.68 -0.47
H 1.652 4.971 2.510 -0.35 0.41 -0.31
H 3.234 5.197 -0.211 0.25 0.49 0.27
H 1.547 5.694 -0.124 -0.16 -0.06 0.15
H 2.097 4.000 0.114 -0.54 -0.06 0.17
H 2.277 7.263 1.542 0.18 0.21 0.06
H 3.820 7.008 2.072 0.09 -0.51 -0.24
C 2.505 2.688 -4.086 -0.35 0.21 0.31
O 1.456 3.424 -4.709 -0.36 0.89 1.00
C 0.923 4.543 -3.948 -1.30 0.95 0.37
C -0.595 4.340 -3.434 0.95 -1.00 -1.48
C -0.746 3.588 -2.150 0.08 0.48 0.65
N -1.229 3.619 -4.545 0.05 0.05 -0.30
H 2.173 2.313 -3.118 0.21 0.21 0.33
H 3.382 3.334 -4.032 0.21 -0.19 0.37
H 2.760 1.791 -4.651 -0.21 0.27 -0.44
H 1.481 5.043 -3.157 0.96 -1.14 0.47
H 0.880 5.406 -4.613 -0.25 -0.25 -0.74
H -1.144 5.279 -3.368 0.56 0.41 0.09
H -1.781 3.318 -1.944 0.00 -0.20 -0.30
H -0.498 4.290 -1.353 0.42 -0.30 0.36
H -0.110 2.703 -2.134 -0.02 -0.06 0.17
H -0.998 2.639 -4.460 -0.21 -0.46 0.40
H -0.559 3.843 -5.267 -0.71 0.01 -1.10
C -6.408 3.757 4.229 0.05 -0.43 0.58
O -5.958 2.416 4.140 0.56 0.05 -1.41
C -4.739 2.305 3.349 0.24 -0.98 1.49
C -4.541 0.815 2.907 -0.19 2.03 0.10
C -3.390 0.807 1.917 0.44 -0.71 0.14
N -5.791 0.367 2.342 0.28 -1.11 -0.24
H -5.751 4.255 4.943 0.14 0.65 -0.32
H -7.406 3.797 4.665 -0.05 -0.38 -0.01
H -6.473 4.225 3.246 0.32 0.23 -0.01
H -4.644 2.972 2.492 -0.90 0.07 -0.36
H -3.902 2.616 3.974 0.21 -0.03 0.37
H -4.253 0.191 3.753 -0.12 0.10 0.20
H -3.108 -0.224 1.703 0.07 -0.04 -0.14
H -2.523 1.274 2.385 0.11 0.07 0.01
H -3.555 1.305 0.962 -0.41 0.15 0.07
H -6.539 0.700 2.933 -0.17 -0.17 0.23
H -5.911 0.863 1.471 -0.12 0.10 -0.04
C 3.291 -5.383 -0.776 -0.28 -1.43 -0.90
O 3.546 -6.803 -0.871 -1.17 0.17 0.52
C 4.868 -7.013 -1.184 2.57 0.28 0.59
C 5.427 -8.454 -1.216 0.50 -0.64 -1.09
C 6.834 -8.489 -1.889 -0.92 1.57 -0.26
N 4.483 -9.273 -2.001 0.24 -0.31 0.99
H 3.984 -4.916 -0.077 -0.27 0.10 0.24
H 2.226 -5.299 -0.561 0.24 0.21 0.48
H 3.435 -4.961 -1.771 0.20 0.30 -0.09
H 5.104 -6.549 -2.142 -0.02 -0.09 -0.61
H 5.468 -6.431 -0.484 0.41 0.13 0.38
H 5.597 -8.999 -0.287 -0.74 0.58 0.55
H 6.579 -8.165 -2.898 0.61 -0.53 -0.53
H 7.440 -9.393 -1.830 -0.70 -0.23 -0.12
H 7.485 -7.687 -1.541 -0.08 0.15 0.41
H 3.644 -9.107 -1.464 -0.73 -0.47 -0.36
H 4.314 -8.874 -2.913 0.12 0.24 -0.20
C 4.411 -0.859 -0.335 -1.30 -1.35 -0.24
O 5.060 -1.041 -1.565 0.91 0.46 -0.23
C 4.596 -0.073 -2.506 -1.22 -0.73 -1.45
C 4.380 -0.820 -3.911 3.12 1.44 0.91
N 5.760 -1.288 -4.335 -1.75 -0.64 -1.19
C 6.767 -0.278 -4.730 -0.29 -1.35 1.19
C 6.481 0.610 -5.902 -0.73 1.73 0.15
O 5.463 1.556 -5.551 0.01 0.29 0.78
C 5.134 2.535 -6.515 -1.01 -1.10 -0.28
H 4.377 0.180 -0.006 -0.11 -0.05 0.06
H 4.708 -1.543 0.460 1.18 0.23 -0.09
H 3.448 -1.316 -0.560 -1.03 0.94 0.52
H 5.281 0.774 -2.501 0.29 -0.09 -0.57
H 3.635 0.368 -2.242 -0.31 -0.28 0.49
H 4.057 -0.152 -4.710 -0.25 0.14 0.38
H 3.675 -1.647 -3.822 0.28 -0.07 0.18
H 6.101 -1.868 -3.582 0.34 0.09 -0.07
H 7.660 -0.836 -5.008 0.09 -0.15 0.05
H 6.997 0.217 -3.786 0.45 1.12 -0.42
H 6.193 0.096 -6.819 -0.09 -0.46 0.03
H 7.333 1.247 -6.142 0.66 -0.43 0.01
H 5.779 3.396 -6.690 0.68 -0.25 0.36
H 4.161 2.920 -6.208 0.04 0.11 -0.09
H 4.982 1.978 -7.440 -0.02 0.39 -0.54
C 0.984 1.005 0.357 0.75 0.53 -0.56
C 0.103 0.132 -0.450 -0.83 -1.27 0.67
O 0.677 -0.262 -1.688 0.82 0.35 -0.11
H 0.586 1.258 1.340 -0.43 0.19 -0.26
H 1.107 1.874 -0.288 0.76 0.49 0.61
H 1.907 0.468 0.577 0.32 0.31 -0.32
H -0.840 0.633 -0.672 -0.30 -0.18 0.32
H -0.022 -0.746 0.183 -0.79 -0.23 -0.31
H 0.280 -1.093 -1.960 -0.24 0.05 0.12
C -5.967 -4.233 1.053 0.77 0.24 -0.39
C -5.272 -3.202 1.927 -1.01 -4.69 2.42
O -4.627 -2.291 1.240 1.13 3.76 -2.42
H -5.247 -4.562 0.304 0.08 0.02 -0.20
H -6.761 -3.707 0.523 -0.45 -0.54 0.06
H -6.219 -5.138 1.605 -0.62 0.26 0.03
H -4.482 -3.707 2.482 -0.26 -0.66 0.76
H -6.008 -2.825 2.637 0.05 0.39 0.17
H -5.066 -1.494 1.545 0.27 1.42 -0.33